# 1
# C5H3NO

A single C5H3NO molecule at a distorted geometry (wB97M-V/def2-TZVPD, the OMol25 dataset).

Computed properties:
- net charge = 0
- gap between HOMO and LUMO (Eh) = 0.3761
- SMILES = C#CCC(=O)C#N
- ΔE to the lowest compared entry with this formula, charge and spin (kcal per mole) = 41.1

Last column: Löwdin charge in e.
Element x y z (Å)
C1 2.2182 0.0199 0.4864  0.1353
C2 1.1691 -0.3744 0.0509  -0.1354
C3 -0.1311 -0.8236 -0.4514  -0.1312
C4 -1.2582 -0.0520 0.2150  -0.3919
O1 -2.1302 -0.5561 0.8706  0.1435
C5 -1.2478 1.4142 -0.0164  -0.1098
N1 -1.2804 2.5490 -0.2368  0.1852
H1 3.1517 0.3702 0.8704  0.0359
H2 -0.1932 -0.6606 -1.5356  0.1371
H3 -0.2981 -1.8865 -0.2530  0.1313

Forces on atoms 1 to 6 (eV/Å):
C -0.4 -0.1 -0.2
C 0.5 0.2 0.1
C 0.0 -0.1 0.0
C -0.3 -0.2 0.2
O 0.4 0.2 -0.3
C -0.1 1.0 -0.2

---

# 2
# C6H6AuLiO2

A molecular structure, C6H6AuLiO2 at a distorted geometry (wB97M-V/def2-TZVPD, the OMol25 dataset).

Computed properties:
- expectation value of S² = 2.016
- 2S+1 = 3
- net charge = +4
- gap between HOMO and LUMO (spin up / spin down) (Eh) = 0.3637 / 0.2973

Last column: Löwdin charge in e.
Element x y z (Å)
C1 -0.7898 2.1138 -0.1248  0.1553
C2 -1.0927 0.8340 -0.4115  -0.0656
C3 -0.9811 -0.3875 0.4657  -0.1013
H1 -1.0233 2.8880 -0.8612  0.1524
H2 -0.4376 2.4352 0.8605  0.1437
H3 -1.4806 0.5734 -1.4012  0.1756
H4 -1.9996 -0.7635 0.6760  0.2375
C4 -0.4073 -0.1715 1.7698  0.1234
O1 -0.0202 -0.0018 2.8062  0.5326
O2 1.7614 -0.2562 -0.6797  -0.2461
C5 1.0597 -1.3736 -0.7053  -0.0766
C6 -0.1454 -1.6147 -0.1835  0.2307
Au1 1.1219 1.2570 -1.4478  1.3792
Li1 3.5216 -0.4823 0.1099  0.9224
H5 1.4154 -2.4380 -0.9297  0.2377
H6 -0.5023 -2.6123 0.0565  0.1992

Forces on atoms 1 to 6 (eV/Å):
C 0.5 2.0 0.6
C 0.2 -2.0 -1.6
C 0.4 -1.4 -0.7
H -0.1 0.2 0.1
H -0.1 0.2 -0.1
H -0.6 0.1 0.2

---

no.,total energy (a.u.)
1,-322.22634
2,-523.73657